# 1
{"formula": "C25H42Cl12F3IN4O7S2", "method": "ωB97M-V/def2-TZVPD", "elements": ["C", "C", "C", "C", "C", "F", "F", "F", "C", "C", "C", "O", "C", "C", "O", "I", "C", "C", "C", "C", "C", "S", "C", "O", "O", "O", "S", "O", "O", "C", "C", "C", "N", "C", "C", "N", "N", "N", "H", "H", "H", "H", "H", "H", "H", "H", "H", "H", "H", "H", "H", "H", "H", "H", "H", "H", "H", "H", "H", "H", "H", "H", "H", "H", "H", "H", "H", "H", "H", "H", "H", "H", "H", "H", "H", "H", "Cl", "C", "Cl", "Cl", "H", "Cl", "C", "Cl", "Cl", "H", "Cl", "C", "Cl", "Cl", "H", "Cl", "C", "Cl", "Cl", "H"], "positions_angstrom": [[-1.7460, 3.7386, 0.6000], [-1.4493, 2.4922, 1.0608], [-0.5370, 1.5287, 0.3283], [-1.1315, 0.3680, -0.5678], [-2.0748, 1.1209, -1.5324], [-2.6249, 0.3821, -2.4948], [-3.1190, 1.6239, -0.8436], [-1.4724, 2.1672, -2.1349], [0.1730, -0.2802, -1.3290], [-0.2468, -1.0598, -2.6333], [-0.5011, -0.2575, -3.9215], [-1.5279, -0.9541, -4.6503], [1.1519, 0.8206, -1.8774], [2.5197, 0.4650, -2.4890], [3.4978, 0.9874, -2.0589], [2.9589, -0.8162, -4.1914], [1.0499, -1.1899, -0.3353], [1.7288, -2.4155, -1.0192], [2.2535, -3.5276, -0.0533], [3.5524, -4.0915, -0.6898], [1.2900, -4.7190, 0.0626], [2.3961, -0.3759, 0.7276], [4.0164, -0.9248, 0.2175], [2.4105, 1.0668, 0.7082], [2.2095, -0.9131, 2.0546], [0.2863, -1.8497, 0.7035], [-1.1998, -2.2971, 0.4436], [-1.3603, -3.1428, -0.7032], [-1.6066, -2.9103, 1.6685], [-2.0271, -0.6967, 0.2546], [-2.2826, -0.2585, 1.7396], [-1.1783, -0.1036, 2.8191], [-1.2389, -1.0463, 3.9321], [-3.4874, -1.1165, -0.1631], [-4.0841, -1.7651, -1.4407], [-4.9231, -2.9011, -0.9508], [-3.1801, -2.2047, -2.4928], [-5.0730, -0.8402, -2.0323], [-2.7964, 4.0054, 0.5208], [-0.9889, 4.4494, 0.2739], [-1.8756, 2.2309, 2.0218], [0.0055, 2.2211, -0.3112], [0.1969, 1.1175, 1.0134], [-1.1786, -1.5896, -2.4447], [0.4830, -1.8072, -2.9171], [0.3610, -0.2457, -4.5836], [-0.8182, 0.7711, -3.7759], [-1.8797, -0.3511, -5.3109], [1.4745, 1.5270, -1.1227], [0.6527, 1.4806, -2.5866], [2.5308, -2.1320, -1.6932], [0.9636, -2.9245, -1.5955], [2.5308, -3.1588, 0.9316], [4.1789, -3.3298, -1.1544], [3.3066, -4.8137, -1.4723], [4.1508, -4.6235, 0.0513], [0.6354, -4.6182, 0.9281], [1.8745, -5.6249, 0.2362], [0.7226, -4.8763, -0.8523], [4.1291, -1.0762, -0.8495], [4.6771, -0.1273, 0.5491], [4.2446, -1.8256, 0.7774], [-2.9060, 0.6304, 1.6625], [-2.9727, -0.9746, 2.1814], [-1.3208, 0.8783, 3.2827], [-0.1492, -0.1094, 2.4767], [-0.6995, -1.8766, 3.7424], [-2.1871, -1.2842, 4.1839], [-4.1503, -0.3004, 0.1091], [-3.7255, -1.8641, 0.5965], [-4.2907, -3.5476, -0.4793], [-5.2123, -3.4078, -1.7833], [-2.8266, -3.1361, -2.3166], [-3.6548, -2.2450, -3.3852], [-4.7723, -0.5108, -2.9408], [-5.9529, -1.3233, -2.1554], [-1.2914, 4.9327, 5.9575], [-1.2104, 6.0071, 4.5602], [-1.1558, 5.0777, 3.0567], [-2.5711, 7.1308, 4.5564], [-0.2978, 6.5852, 4.6318], [2.9801, 6.3203, 3.2298], [2.8297, 4.5554, 3.2106], [1.8651, 4.0108, 4.5787], [2.1407, 4.0036, 1.6902], [3.8225, 4.1359, 3.3033], [3.6941, 7.2806, 8.5272], [3.4865, 7.6254, 6.8116], [1.8097, 7.3954, 6.3216], [4.0359, 9.2556, 6.4237], [4.0925, 6.9256, 6.2506], [1.1090, -3.8457, -4.8317], [1.8370, -4.2328, -6.3900], [2.4845, -2.7841, -7.1751], [3.0941, -5.4544, -6.2094], [1.0622, -4.6362, -7.0279]], "atomic_forces_ev_per_a": [[0.29, -0.87, -0.01], [-0.13, 0.55, -0.34], [0.71, 0.93, 1.25], [0.55, 0.42, 0.11], [-0.55, -0.10, 0.21], [0.17, 0.10, -0.01], [0.09, -0.02, -0.07], [0.01, -0.02, 0.00], [0.57, 0.34, -1.01], [-0.60, 0.01, 0.15], [-0.48, -0.08, -0.51], [0.01, -0.02, 0.10], [-0.07, 0.52, 0.08], [0.37, 0.31, 0.29], [-0.11, 0.02, -0.05], [-0.03, 0.14, 0.03], [-0.20, -1.61, -0.72], [-0.03, -0.15, 0.64], [0.97, -0.35, -0.99], [-0.10, -0.05, -0.05], [0.30, 0.08, 0.72], [0.47, 0.81, 2.16], [0.03, -0.21, -0.18], [-0.13, -0.16, -0.84], [-0.10, -0.51, -0.36], [-0.10, 0.74, -0.14], [-0.93, -0.60, 0.36], [0.66, 0.41, -0.31], [0.17, 0.24, 0.12], [0.09, -0.35, 0.25], [-0.17, -0.03, 0.14], [-0.16, 0.28, 0.69], [0.32, 0.28, -0.03], [0.01, -0.41, 0.41], [-1.28, -0.49, -1.09], [0.63, 0.12, 0.22], [0.21, -0.13, 0.10], [0.21, 0.05, -0.08], [0.14, 0.93, 1.48], [-0.15, -0.56, -1.51], [-1.09, -0.63, -0.69], [0.09, -0.32, -0.24], [-0.04, -0.18, -0.12], [0.05, -0.02, -0.08], [0.15, 0.07, 0.18], [0.27, 0.14, 0.26], [0.08, -0.02, 0.14], [0.08, -0.02, -0.05], [0.11, -0.32, 0.20], [-0.11, -0.42, -0.33], [-0.15, 0.19, -0.11], [-0.05, 0.20, -0.13], [-0.36, 0.15, 0.07], [0.06, 0.03, 0.10], [-0.03, 0.06, -0.06], [-0.03, -0.01, 0.02], [-0.31, 0.03, -0.23], [0.00, -0.01, 0.04], [-0.13, 0.08, 0.04], [0.02, 0.09, 0.01], [-0.14, 0.17, -0.04], [-0.09, -0.09, -0.10], [0.27, 0.18, -0.07], [0.09, -0.24, -0.24], [0.03, 0.09, -0.20], [-0.06, -0.11, -0.22], [-0.27, -0.17, -0.07], [0.02, -0.17, -0.03], [0.07, 0.15, -0.26], [0.14, 0.06, 0.10], [-0.15, 0.01, 0.13], [-0.16, 0.04, 0.00], [0.14, 0.11, 0.22], [-0.08, 0.20, 0.03], [0.09, 0.13, 0.10], [-0.01, -0.01, 0.11], [-0.01, 0.01, 0.01], [0.05, -0.03, -0.08], [-0.11, 0.17, 0.37], [0.01, 0.02, 0.00], [0.02, -0.01, -0.01], [0.08, -0.01, -0.08], [-0.10, 0.06, -0.04], [0.08, -0.06, 0.06], [0.03, 0.02, 0.00], [0.00, 0.00, 0.00], [0.00, -0.01, -0.01], [0.02, -0.01, -0.04], [-0.11, 0.06, 0.18], [0.01, -0.01, -0.01], [-0.01, 0.00, -0.01], [-0.13, -0.15, -0.06], [0.06, 0.02, 0.03], [-0.05, -0.08, 0.00], [-0.01, 0.00, 0.00], [0.00, 0.01, -0.01]], "homo_ev": -8.42, "charge": 0, "relative_energy_kcal_mol": 0.0, "smiles": "C=CC[C@@]1(C(F)(F)F)[C@@](CCO)(CC(=O)I)[C@@](CC(C)C)(S(C)(=O)=O)OS(=O)(=O)[C@]1(CCN)CC(N)(N)N.ClC(Cl)Cl.ClC(Cl)Cl.ClC(Cl)Cl.ClC(Cl)Cl", "largest_force_ev_per_a": 2.4}

---

# 2
{"formula": "CH4NO3", "method": "ωB97M-V/def2-TZVPD", "elements": ["N", "C", "O", "O", "H", "H", "H", "H", "O"], "positions_angstrom": [[-0.8418, -1.2077, -0.5423], [-0.3591, 0.0424, -1.1530], [-0.9479, 0.3242, -2.1925], [0.5423, 0.7722, -0.5549], [-1.8300, -1.3857, -0.8141], [-0.8479, -1.2728, 0.4746], [1.4198, 0.7268, 0.7024], [1.1387, 1.1798, 2.3848], [1.7261, 0.8207, 1.6950]], "atomic_forces_ev_per_a": [[-0.97, 0.38, 0.25], [1.69, 2.64, -0.02], [-0.42, -0.84, 0.32], [-2.27, -2.71, -1.09], [1.01, 0.14, -0.37], [0.73, 0.44, 0.06], [-0.15, 0.71, 3.18], [-0.03, -0.18, -1.40], [0.43, -0.57, -0.94]], "s2": 0.760, "homo_ev": [-10.50, -10.21], "charge": 0, "relative_energy_kcal_mol": 36.5, "multiplicity": 2, "largest_force_ev_per_a": 3.7}

---

# 3
{"formula": "C31H62Cl6F8O", "method": "ωB97M-V/def2-TZVPD", "elements": ["F", "C", "F", "C", "F", "F", "C", "O", "C", "F", "F", "C", "F", "F", "H", "H", "H", "H", "Cl", "C", "Cl", "Cl", "H", "Cl", "C", "Cl", "Cl", "H", "C", "C", "C", "C", "C", "C", "H", "H", "H", "H", "H", "H", "H", "H", "H", "H", "H", "H", "H", "H", "C", "C", "C", "C", "C", "C", "H", "H", "H", "H", "H", "H", "H", "H", "H", "H", "H", "H", "H", "H", "C", "C", "C", "C", "C", "C", "H", "H", "H", "H", "H", "H", "H", "H", "H", "H", "H", "H", "H", "H", "C", "C", "C", "C", "C", "C", "H", "H", "H", "H", "H", "H", "H", "H", "H", "H", "H", "H", "H", "H"], "positions_angstrom": [[4.0633, 10.2130, -3.9416], [4.1841, 8.9276, -3.5770], [5.3475, 8.4401, -4.0819], [4.2006, 8.8246, -2.0434], [2.8976, 8.8426, -1.6281], [4.8006, 9.9015, -1.5163], [4.8910, 7.6063, -1.5305], [4.3074, 6.4699, -2.1492], [4.2750, 5.3605, -1.3893], [5.4976, 5.0555, -0.9094], [3.4668, 5.5373, -0.3132], [3.7722, 4.2100, -2.2643], [3.7291, 3.0815, -1.5163], [2.5319, 4.4940, -2.7158], [3.3487, 8.3511, -3.9807], [4.8842, 7.5816, -0.4402], [5.9511, 7.6832, -1.7974], [4.4570, 4.0542, -3.1030], [-6.6908, -4.1970, -3.9764], [-6.3760, -5.0895, -2.4955], [-5.0155, -4.3564, -1.6136], [-6.0693, -6.7856, -2.8444], [-7.2218, -5.0376, -1.8248], [-2.7657, 0.7006, 5.5764], [-2.9062, -0.1236, 4.0200], [-3.2531, 1.0740, 2.7560], [-4.1588, -1.3554, 4.1238], [-1.9639, -0.5802, 3.7530], [-6.6586, -0.7400, 0.9622], [-7.7520, -1.1251, 1.9548], [-8.5939, -2.2936, 1.4862], [-9.5021, -2.8431, 2.5755], [-10.3785, -3.9983, 2.1181], [-11.1686, -4.5984, 3.2852], [-7.0744, -0.3749, 0.0226], [-6.0569, -1.6263, 0.7338], [-5.9936, 0.0171, 1.3776], [-7.3352, -1.3352, 2.9475], [-8.3608, -0.2276, 2.1242], [-7.9431, -3.0897, 1.1124], [-9.1884, -1.9299, 0.6374], [-8.8391, -3.2302, 3.3617], [-10.1032, -2.0489, 3.0255], [-11.0422, -3.6859, 1.3069], [-9.7471, -4.7989, 1.7161], [-11.8865, -3.8756, 3.6870], [-11.7615, -5.4717, 3.0163], [-10.4647, -4.8391, 4.0830], [6.3747, 0.3932, 1.5325], [6.1246, 1.5734, 2.5060], [7.2814, 1.7822, 3.4626], [7.1308, 3.0380, 4.2978], [8.2422, 3.3165, 5.2938], [9.5938, 3.6391, 4.6400], [5.4068, -0.0225, 1.2542], [6.9768, -0.3613, 2.0367], [6.8706, 0.7340, 0.6248], [5.9660, 2.4738, 1.9091], [5.2063, 1.3524, 3.0544], [8.2020, 1.8329, 2.8707], [7.3926, 0.9462, 4.1628], [7.0229, 3.9119, 3.6336], [6.1626, 3.0636, 4.8166], [7.9439, 4.0833, 6.0139], [8.3845, 2.4464, 5.9539], [9.4461, 4.3152, 3.7918], [10.2837, 4.1124, 5.3357], [10.0459, 2.7363, 4.2282], [-1.3163, -4.7598, -2.5706], [0.2057, -4.7395, -2.5483], [0.7983, -3.5805, -3.3467], [0.3903, -3.5586, -4.8185], [0.9102, -2.3354, -5.5468], [0.3550, -2.1676, -6.9530], [-1.7760, -5.2295, -3.4381], [-1.7628, -3.7573, -2.4899], [-1.7299, -5.2439, -1.6776], [0.5616, -4.6133, -1.5244], [0.5408, -5.6888, -2.9706], [1.8882, -3.6851, -3.3022], [0.5132, -2.6220, -2.9072], [0.7088, -4.4844, -5.3131], [-0.7053, -3.5902, -4.8925], [0.6805, -1.4345, -4.9655], [2.0084, -2.3499, -5.5551], [0.4587, -3.0701, -7.5533], [-0.7179, -1.9668, -6.8556], [0.7890, -1.3062, -7.4571], [2.3435, 0.5174, 0.6131], [1.0065, -0.0074, 0.0713], [0.8540, -1.5208, 0.2241], [-0.5394, -1.9733, 0.6783], [-1.6576, -1.4617, -0.2151], [-2.9306, -2.2340, 0.1171], [2.4660, 0.3487, 1.6838], [2.4418, 1.5785, 0.3899], [3.1358, -0.0364, 0.1004], [0.1730, 0.4973, 0.5683], [0.9572, 0.2335, -0.9931], [1.6165, -1.9170, 0.9049], [1.0674, -2.0237, -0.7269], [-0.5607, -3.0613, 0.7462], [-0.6696, -1.5288, 1.6744], [-1.8394, -0.4143, 0.0404], [-1.3518, -1.5096, -1.2608], [-3.7926, -1.9637, -0.4953], [-2.7199, -3.2815, -0.1363], [-3.1930, -2.1942, 1.1716]], "atomic_forces_ev_per_a": [[-0.01, 0.18, -0.08], [-0.27, -0.33, -0.03], [0.04, 0.13, 0.01], [-0.67, 0.10, -0.05], [0.13, 0.01, -0.12], [0.33, 0.36, 0.17], [1.18, -0.11, 0.25], [0.04, 0.19, -0.11], [-0.59, 0.02, 0.09], [0.23, -0.13, 0.12], [0.14, -0.16, -0.03], [0.18, -0.23, 0.04], [-0.12, 0.16, -0.10], [0.15, -0.08, 0.09], [0.08, 0.01, -0.04], [-0.53, -0.05, -0.03], [-0.17, -0.09, -0.18], [-0.14, 0.02, -0.01], [-0.14, 0.03, 0.04], [0.38, 0.11, 0.24], [-0.12, -0.13, -0.12], [0.04, -0.09, 0.01], [-0.19, 0.07, -0.18], [0.20, -0.09, -0.02], [-0.23, 0.46, 0.02], [-0.05, -0.22, -0.02], [0.05, -0.06, -0.21], [0.04, -0.13, 0.16], [0.17, -0.47, 0.23], [0.23, 0.65, 0.25], [-0.41, 0.47, -0.19], [0.43, -0.39, -0.04], [-0.22, -0.38, 0.17], [-0.19, 0.53, -0.06], [-0.05, 0.04, 0.01], [0.08, 0.13, -0.06], [0.00, 0.05, -0.07], [0.22, -0.15, -0.17], [-0.25, -0.23, -0.04], [0.00, -0.04, 0.00], [-0.02, -0.27, -0.04], [-0.16, 0.13, 0.12], [-0.04, 0.03, -0.05], [-0.03, 0.03, 0.04], [0.07, 0.15, -0.13], [0.14, 0.05, 0.02], [0.22, -0.15, -0.08], [-0.15, -0.22, 0.08], [-0.40, 0.62, 0.46], [0.08, -0.75, -0.45], [0.16, 0.25, 0.22], [-0.55, 1.01, -0.07], [0.48, -0.46, 0.57], [-0.49, 0.06, -0.23], [0.14, -0.23, -0.15], [-0.02, -0.19, -0.18], [0.17, -0.12, 0.03], [-0.13, 0.12, 0.17], [-0.01, 0.25, 0.11], [0.06, 0.00, 0.11], [-0.06, -0.19, -0.25], [0.29, -0.14, -0.06], [0.10, -0.46, 0.08], [-0.01, 0.31, -0.37], [-0.07, -0.07, -0.24], [0.04, 0.09, 0.11], [0.07, -0.10, 0.03], [0.11, 0.00, 0.11], [-0.86, 0.46, 0.87], [-0.42, 0.45, -0.36], [0.20, -0.48, -0.57], [-0.46, -0.22, 0.14], [0.58, 0.25, 0.01], [-0.54, 0.14, 0.41], [0.22, -0.07, -0.11], [0.32, 0.05, -0.24], [0.18, -0.34, -0.20], [0.00, -0.38, 0.06], [0.35, -0.02, 0.25], [0.01, 0.32, 0.09], [0.04, 0.00, 0.18], [0.20, 0.09, -0.01], [0.05, 0.18, 0.04], [-0.18, -0.08, 0.01], [-0.07, -0.18, -0.12], [0.18, 0.03, -0.10], [0.03, -0.06, -0.20], [0.13, -0.10, -0.14], [-0.27, -0.34, -0.50], [0.23, 0.01, 0.19], [0.03, -0.63, -0.20], [0.85, 0.76, 0.06], [-0.39, 0.28, 0.92], [0.20, -0.74, -1.06], [-0.13, 0.03, 0.03], [0.18, 0.03, 0.10], [0.15, 0.22, 0.08], [0.05, 0.07, -0.04], [-0.17, 0.21, 0.07], [-0.14, 0.11, 0.15], [0.04, 0.14, -0.04], [-0.08, -0.06, 0.13], [-0.24, -0.40, 0.13], [0.14, 0.11, -0.31], [-0.27, -0.17, -0.13], [0.01, 0.30, 0.15], [-0.20, -0.05, 0.24], [0.01, 0.17, 0.08]], "homo_ev": -10.90, "charge": 0, "relative_energy_kcal_mol": 0.0, "smiles": "FC(F)C(F)(F)COC(F)(F)C(F)F.ClC(Cl)Cl.ClC(Cl)Cl.CCCCCC.CCCCCC.CCCCCC.CCCCCC", "largest_force_ev_per_a": 1.3}